{
  "formula": "C31H55BrNO3P3Pb",
  "method": "ωB97M-V with the def2-TZVPD basis set",
  "symbols": ["N", "C", "C", "C", "C", "C", "C", "Pb", "P", "C", "C", "C", "C", "C", "C", "C", "Br", "H", "H", "H", "H", "H", "H", "H", "H", "H", "H", "P", "C", "C", "H", "H", "H", "H", "H", "C", "C", "H", "H", "H", "H", "H", "C", "C", "H", "H", "H", "H", "H", "C", "C", "H", "H", "H", "H", "H", "C", "C", "H", "H", "H", "H", "H", "C", "C", "H", "H", "H", "H", "H", "C", "C", "O", "P", "O", "C", "C", "O", "C", "C", "H", "H", "H", "H", "H", "H", "H", "H", "H", "H", "H", "H", "H", "H", "H"],
  "xyz": [[1.961, -3.225, -9.466], [0.720, -3.401, -9.003], [0.221, -2.699, -7.901], [1.052, -1.778, -7.224], [2.333, -1.564, -7.771], [2.744, -2.316, -8.884], [0.615, -1.126, -5.965], [-0.202, 0.999, -5.892], [-0.846, 5.007, 0.760], [1.485, -0.221, -5.241], [1.170, 0.068, -3.815], [1.572, 1.302, -3.225], [1.470, 1.515, -1.842], [0.906, 0.535, -0.995], [0.380, -0.621, -1.593], [0.574, -0.888, -2.956], [0.682, 0.817, 0.869], [-0.167, -1.667, -5.428], [2.459, 0.094, -5.644], [-0.796, -2.882, -7.546], [3.051, -0.871, -7.328], [0.084, -4.133, -9.514], [3.744, -2.190, -9.303], [2.000, 2.086, -3.874], [0.318, -1.872, -3.374], [1.792, 2.464, -1.401], [-0.168, -1.344, -0.984], [3.181, 0.122, 0.938], [-1.929, 4.135, -0.429], [-3.006, 5.138, -0.889], [-2.374, 3.264, 0.081], [-1.302, 3.800, -1.269], [-3.804, 4.629, -1.437], [-3.452, 5.654, -0.028], [-2.579, 5.904, -1.547], [0.848, 5.008, 0.064], [1.710, 6.053, 0.794], [0.761, 5.261, -1.006], [1.257, 3.989, 0.169], [2.633, 6.234, 0.235], [1.180, 7.011, 0.883], [1.993, 5.728, 1.804], [-0.654, 3.850, 2.185], [-1.487, 4.221, 3.416], [0.418, 3.864, 2.442], [-0.915, 2.835, 1.850], [-1.265, 3.512, 4.223], [-1.247, 5.232, 3.771], [-2.564, 4.164, 3.216], [3.024, -0.439, 2.650], [4.200, -1.310, 3.067], [2.066, -0.970, 2.800], [2.951, 0.480, 3.259], [4.039, -2.355, 2.782], [5.142, -0.962, 2.630], [4.298, -1.272, 4.153], [4.146, 1.640, 0.793], [4.885, 1.817, -0.541], [4.845, 1.592, 1.643], [3.484, 2.503, 0.969], [5.628, 1.031, -0.719], [4.186, 1.841, -1.386], [5.428, 2.768, -0.527], [3.705, -1.167, -0.216], [2.960, -2.506, -0.101], [4.790, -1.312, -0.043], [3.596, -0.763, -1.244], [3.022, -3.038, -1.059], [3.421, -3.165, 0.646], [1.895, -2.387, 0.133], [-0.386, -2.525, 4.054], [-0.524, -3.036, 2.648], [-1.112, -1.970, 1.868], [-2.154, -2.322, 0.637], [-3.400, -2.990, 1.440], [-4.147, -2.301, 2.483], [-4.531, -3.324, 3.518], [-2.669, -0.782, 0.307], [-3.688, -0.569, -0.710], [-3.517, -1.442, -1.929], [0.200, -1.603, 4.077], [0.112, -3.282, 4.661], [-1.367, -2.322, 4.496], [0.459, -3.272, 2.215], [-1.138, -3.950, 2.612], [-3.526, -1.515, 2.935], [-5.023, -1.846, 2.007], [-3.630, -3.689, 4.022], [-5.174, -2.864, 4.273], [-5.064, -4.172, 3.078], [-4.677, -0.736, -0.261], [-3.619, 0.492, -0.977], [-3.746, -2.488, -1.693], [-4.219, -1.112, -2.698], [-2.504, -1.362, -2.332]],
  "total_charge": 2,
  "lumo_energy_ev": [-7.2, -8.0],
  "homo_ha": [-0.4341, -0.4340],
  "gap_ev": [4.65, 3.84]
}

{
  "formula": "C23H18BrN4O2Pd",
  "method": "ωB97M-V with the def2-TZVPD basis set",
  "symbols": ["Pd", "C", "C", "C", "C", "C", "C", "N", "C", "C", "C", "C", "C", "N", "C", "C", "C", "C", "C", "C", "N", "H", "H", "H", "H", "H", "H", "H", "H", "H", "H", "H", "H", "H", "H", "H", "Br", "C", "C", "N", "C", "C", "C", "C", "O", "O", "H", "H", "H"],
  "xyz": [[-2.335, 2.736, 1.498], [-4.407, 1.298, -1.959], [-3.951, 1.076, -0.514], [-4.186, 1.948, 0.570], [-3.933, 1.497, 1.876], [-3.348, 0.205, 2.057], [-3.181, -0.531, 0.918], [-3.509, -0.175, -0.388], [-2.346, -1.751, 0.829], [-2.795, -3.050, 0.871], [-1.942, -4.143, 0.554], [-0.588, -3.889, 0.425], [-0.180, -2.554, 0.443], [-1.006, -1.485, 0.661], [1.305, -2.360, 0.104], [2.260, -3.198, 0.683], [3.588, -3.070, 0.265], [3.946, -2.141, -0.695], [2.913, -1.348, -1.212], [3.245, -0.306, -2.264], [1.654, -1.475, -0.826], [-5.461, 1.647, -1.947], [-4.313, 0.367, -2.483], [-3.858, 2.103, -2.429], [-4.645, 2.879, 0.408], [-4.521, 1.926, 2.635], [-3.063, -0.216, 3.055], [-3.882, -3.132, 0.989], [-2.312, -5.158, 0.443], [0.080, -4.715, 0.187], [1.923, -3.966, 1.337], [4.460, -3.697, 0.664], [4.982, -2.069, -0.915], [4.181, 0.222, -2.155], [2.400, 0.355, -2.315], [3.374, -0.866, -3.185], [4.879, 3.070, -2.095], [3.643, 2.749, -0.664], [3.962, 1.876, 0.347], [3.111, 1.684, 1.358], [1.964, 2.341, 1.392], [1.570, 3.157, 0.397], [2.415, 3.273, -0.704], [0.162, 3.670, 0.261], [-0.509, 3.803, 1.370], [-0.182, 3.948, -0.885], [4.958, 1.315, 0.369], [1.275, 2.231, 2.197], [2.204, 3.917, -1.532]],
  "total_charge": -1,
  "e_above_lowest_kcal_mol": 0.0,
  "lumo_energy_ev": 2.5,
  "homo_ha": -0.1542,
  "gap_ev": 6.73
}

{
  "formula": "C35H41MnN5O4",
  "method": "ωB97M-V with the def2-TZVPD basis set",
  "symbols": ["Mn", "O", "C", "C", "C", "C", "C", "C", "C", "O", "N", "N", "C", "C", "C", "C", "C", "C", "C", "O", "H", "H", "H", "H", "H", "H", "H", "H", "H", "H", "C", "C", "C", "C", "C", "C", "C", "N", "C", "C", "C", "C", "C", "C", "C", "N", "C", "C", "C", "C", "H", "H", "H", "H", "H", "H", "H", "H", "H", "H", "H", "H", "H", "H", "H", "H", "H", "H", "H", "H", "H", "H", "H", "H", "C", "N", "C", "C", "O", "H", "H", "H", "H", "H", "H", "H"],
  "xyz": [[0.026, -0.292, -0.162], [-4.405, 0.536, -0.299], [-4.640, 0.163, 0.960], [-5.960, 0.151, 1.423], [-6.242, -0.234, 2.715], [-5.212, -0.595, 3.587], [-3.906, -0.571, 3.158], [-3.593, -0.204, 1.841], [-2.210, -0.218, 1.406], [-1.884, -0.123, 0.144], [-1.253, -0.321, 2.305], [-0.030, -0.313, 1.770], [0.989, -0.298, 2.599], [2.347, -0.263, 2.203], [3.375, -0.198, 3.163], [4.697, -0.140, 2.787], [5.045, -0.144, 1.431], [4.076, -0.212, 0.460], [2.710, -0.280, 0.808], [1.806, -0.363, -0.108], [-3.457, 0.404, -0.506], [-6.742, 0.434, 0.737], [-7.265, -0.260, 3.056], [-5.440, -0.890, 4.598], [-3.098, -0.860, 3.808], [0.749, -0.289, 3.660], [3.107, -0.207, 4.208], [5.467, -0.095, 3.540], [6.084, -0.099, 1.145], [4.328, -0.217, -0.590], [-3.471, -6.297, 0.249], [-2.563, -5.970, -0.944], [-1.543, -7.103, -1.154], [-3.434, -5.839, -2.201], [-1.762, -4.718, -0.689], [-1.455, -4.268, 0.597], [-0.765, -3.088, 0.780], [-0.369, -2.306, -0.231], [-0.564, -2.774, -1.484], [-1.232, -3.963, -1.737], [0.001, -1.921, -2.535], [0.456, -2.425, -3.743], [1.140, -1.611, -4.643], [1.237, -0.262, -4.288], [0.721, 0.184, -3.086], [0.142, -0.624, -2.197], [1.815, -2.171, -5.875], [1.409, -3.620, -6.160], [3.330, -2.133, -5.598], [1.477, -1.317, -7.105], [-4.159, -7.092, -0.021], [-4.062, -5.430, 0.538], [-2.900, -6.642, 1.107], [-2.073, -8.038, -1.309], [-0.896, -7.208, -0.285], [-0.925, -6.908, -2.027], [-4.076, -6.711, -2.280], [-2.840, -5.799, -3.110], [-4.068, -4.956, -2.152], [-1.760, -4.824, 1.467], [-0.520, -2.765, 1.782], [-1.372, -4.286, -2.756], [0.328, -3.470, -3.959], [1.739, 0.443, -4.929], [0.797, 1.227, -2.808], [1.715, -4.289, -5.359], [1.907, -3.958, -7.063], [0.336, -3.705, -6.319], [3.578, -2.776, -4.755], [3.675, -1.126, -5.380], [3.864, -2.498, -6.470], [0.400, -1.241, -7.230], [1.887, -1.784, -7.996], [1.893, -0.317, -7.036], [-1.942, 4.658, 0.624], [-1.104, 3.496, 0.802], [-0.764, 3.171, 2.170], [-0.697, 2.773, -0.217], [0.015, 1.754, -0.146], [-2.861, 4.532, 1.200], [-2.197, 4.795, -0.425], [-1.429, 5.552, 0.982], [-0.368, 4.052, 2.674], [-0.014, 2.384, 2.186], [-1.651, 2.840, 2.716], [-1.022, 3.148, -1.198]],
  "multiplicity": 4,
  "total_charge": 2,
  "e_above_lowest_kcal_mol": 14.0,
  "s_squared": 3.87,
  "lumo_energy_ev": [-8.0, -7.3],
  "homo_ha": [-0.4743, -0.4762],
  "gap_ev": [4.87, 5.62]
}

{
  "formula": "C7H6",
  "method": "ωB97M-V with the def2-TZVPD basis set",
  "symbols": ["C", "C", "C", "C", "C", "C", "C", "H", "H", "H", "H", "H", "H"],
  "xyz": [[-1.389, 2.307, -0.005], [2.114, 0.076, 0.002], [-0.942, 1.191, 0.006], [3.301, 0.304, -0.003], [0.849, -0.556, 0.006], [-0.434, -0.132, 0.012], [-1.524, -1.174, 0.007], [-1.811, 3.267, -0.007], [4.290, 0.657, -0.022], [0.962, -1.639, 0.007], [-1.928, -1.301, -0.999], [-2.346, -0.865, 0.654], [-1.143, -2.137, 0.341]],
  "total_charge": 0,
  "e_above_lowest_kcal_mol": 38.2,
  "lumo_energy_ev": 0.3,
  "smiles": "C#C/C=C(/C)C#C",
  "homo_ha": -0.3201,
  "gap_ev": 9.04
}